{"formula": "C9H16SSi", "method": "wB97M-V/def2-TZVPD", "total_energy_ev": -28301.30241, "molar_mass_g_mol": 184.4, "e_lumo_ha": 0.03077, "smiles": "CSC1(C#C[Si](C)(C)C)CC1", "species": ["H", "H", "C", "C", "H", "H", "C", "Si", "S", "C", "C", "H", "C", "H", "H", "H", "H", "C", "H", "H", "H", "H", "C", "C", "H", "H", "H"], "coordinates": [[-2.691, 2.526, -0.870], [-3.488, -1.687, 0.665], [3.295, -0.964, -1.459], [0.906, -0.307, -0.017], [2.721, -1.181, -2.338], [2.424, -2.619, -0.219], [-0.258, -0.032, -0.143], [-2.129, 0.242, -0.206], [3.462, 1.029, 0.455], [2.607, 0.936, 2.035], [2.732, -0.444, -0.191], [-1.993, 0.533, -2.572], [-2.628, -0.218, -2.039], [-4.239, -0.238, 1.202], [4.204, -2.027, 0.285], [1.573, 0.830, 1.886], [-2.447, -1.301, -2.361], [-2.470, 2.089, 0.134], [4.304, -0.582, -1.789], [-3.673, -0.106, -2.082], [-2.856, -0.681, 1.980], [2.930, 0.200, 2.807], [3.247, -1.865, -0.196], [-3.353, -0.652, 1.036], [2.774, 1.954, 2.412], [-3.284, 2.208, 0.849], [-1.669, 2.358, 0.735]], "forces_ev_per_angstrom": [[0.597, 0.462, 1.174], [0.008, 0.345, 0.411], [1.292, -0.348, -0.189], [5.362, -0.472, -1.256], [-0.630, -0.207, 0.086], [1.167, 0.542, 0.301], [-2.148, -0.125, 0.590], [-1.295, -0.349, -0.428], [-0.410, -1.205, 0.608], [1.701, 1.159, 1.266], [-4.037, 0.525, -0.114], [-0.930, -0.798, -0.298], [2.320, -0.831, 1.293], [-3.726, 2.137, 0.139], [-0.293, -0.351, 0.115], [-1.366, -0.166, -0.397], [0.264, 1.608, 0.492], [-1.538, -1.797, -1.332], [-1.142, -0.272, 0.819], [-1.347, 0.744, -0.502], [0.424, -0.317, 0.857], [0.195, 0.401, -0.895], [-0.757, 0.730, -0.939], [4.889, -2.397, -1.954], [-0.131, -0.325, 0.413], [-0.554, -0.153, -0.521], [2.087, 1.460, 0.261]]}